--- w ---
Computed, not measured: the molecule C17H21N3O4S, with ωB97M-V with the def2-TZVPD basis set.

The geometry in XYZ format:
```
46
Properties=species:S:1:pos:R:3
C -7.37282 -0.87988 0.03653
H -7.59912 0.00307 -0.55690
H -8.20812 -1.57248 -0.03764
H -7.26541 -0.57458 1.07500
C -6.08391 -1.53800 -0.46017
C -4.93119 -0.58017 -0.36062
C -4.63470 0.28976 -1.40427
C -3.60226 1.19687 -1.30008
C -2.83510 1.26072 -0.13825
C -3.12252 0.39973 0.91080
C -4.16298 -0.50675 0.79020
H -4.37148 -1.17406 1.61432
H -2.54685 0.40731 1.82346
O -1.84938 2.21831 -0.14367
C -0.96257 2.31069 0.93859
C 0.09244 1.25725 0.91701
N 1.36684 1.44638 0.98013
N 1.96019 0.23624 0.93348
C 1.00149 -0.63693 0.82797
S 1.17502 -2.34034 0.71198
C 2.98607 -2.32093 0.53085
H 3.39542 -1.93672 1.46045
H 3.28902 -3.35515 0.37018
C 3.32281 -1.46187 -0.69162
O 2.54549 -1.39707 -1.62271
N 4.51541 -0.83619 -0.69998
C 5.47768 -0.73411 0.37521
H 5.32181 -1.49619 1.13434
C 5.39226 0.67670 0.97907
H 6.14805 0.81438 1.75403
O 5.65433 1.64552 -0.00898
C 4.71370 1.55585 -1.05801
H 4.97765 2.33500 -1.77419
C 4.75981 0.17296 -1.71831
H 3.98995 0.08406 -2.48410
H 5.74642 -0.00217 -2.15813
H 3.70224 1.73563 -0.66789
H 4.38718 0.82707 1.39812
H 6.47458 -0.87481 -0.05899
O -0.21393 -0.06211 0.82386
H -0.45886 3.27543 0.83780
H -1.49568 2.28539 1.90024
H -3.36534 1.87142 -2.10756
H -5.21764 0.25142 -2.31310
H -6.21641 -1.84958 -1.49806
H -5.87954 -2.42706 0.13962
```

Calculated values
SMILES = CCc1ccc(OCc2nnc(SCC(=O)N3CCOCC3)o2)cc1

***

--- x ---
Computed, not measured: the molecule C17H21N3O4S, with ωB97M-V with the def2-TZVPD basis set.

The geometry in XYZ format:
```
46
Properties=species:S:1:pos:R:3
C -2.77683 2.48369 -0.72746
H -3.10672 1.36405 -0.48133
O -1.43065 2.62004 -0.67859
C -0.99440 2.59809 0.67288
C -1.92695 2.37282 1.82019
C -1.08399 2.28026 3.12092
C 0.34444 2.44042 3.33308
C 0.98883 2.65283 1.90455
C 0.40625 2.83792 0.68642
O 1.07566 3.02184 -0.36530
C 2.63048 2.70434 -0.61425
C 2.87715 2.68875 -2.10045
H 3.62640 2.08267 -1.95935
H 3.07195 3.56442 -2.39645
C 1.72727 1.86156 -2.87715
C 1.49270 0.62981 -2.00570
O 2.03003 -0.45036 -1.88007
N 0.19686 0.65624 -1.45696
C -0.30274 -0.50294 -0.88816
N -1.35459 -0.32467 -0.14834
N -1.79816 -1.37487 0.47189
C -0.60204 -2.20165 0.54798
S 0.71018 -1.85617 -0.50169
C -0.66761 -3.56756 1.30199
H -1.28077 -3.45714 1.94488
C -1.68073 -4.71889 0.41795
H -2.62911 -4.14447 0.04352
H -1.99468 -5.43848 0.98222
C -0.56402 -5.17070 -0.38463
H -0.43620 -4.63581 -1.26718
H -0.85779 -6.26364 -0.94678
C 0.49666 -5.22063 0.35190
H 0.68190 -6.22114 1.00123
H 1.43999 -5.11372 -0.05038
O 0.43052 -4.11970 1.35930
H -0.19525 1.42654 -1.64244
H 0.83681 2.46238 -3.07133
H 2.47644 1.58099 -3.59836
H 2.65657 1.69933 -0.02803
H 3.28760 3.49032 0.00349
H 2.18583 2.64665 2.26594
H 1.02823 2.34058 4.18952
H -1.65944 2.09168 3.94255
H -2.83126 2.30693 1.84642
H -3.01088 2.77067 -1.95304
H -3.51391 3.10674 -0.18541
```

Calculated values
SMILES = COc1ccccc1OCCCC(=O)Nc1nnc([C@H]2CCCO2)s1

***

Energy above the most stable structure, in eV: w 0.000; x 14.170

***

--- w ---
Computed, not measured: a structure of composition C23H22F6N2O4RuS2, with ωB97M-V with the def2-TZVPD basis set.

The geometry in XYZ format:
```
60
Properties=species:S:1:pos:R:3
Ru 0.23112 0.01751 -0.62035
C -1.68247 -2.65958 -2.50583
C -1.46843 -1.17250 -2.43337
C -0.51449 -0.54244 -3.23332
C -0.33492 0.84528 -3.20421
C 0.64040 1.51729 -4.12887
C -1.14115 1.60331 -2.34986
C -2.11654 1.01244 -1.54083
C -3.03925 1.85427 -0.70865
C -2.22964 -0.38146 -1.56259
H -1.72966 -2.98526 -3.54563
H -2.60835 -2.94920 -2.01111
H -0.85734 -3.19188 -2.03587
H 0.08271 -1.14026 -3.91118
H 0.16747 1.66364 -5.10276
H 1.53177 0.91330 -4.28384
H 0.93649 2.49740 -3.75596
H -1.05167 2.68480 -2.35627
H -3.81737 2.27820 -1.34910
H -2.50423 2.68240 -0.24009
H -3.52231 1.26582 0.07292
H -2.98663 -0.85227 -0.94715
N -0.93219 -1.21535 1.16537
C -1.78567 -0.58554 2.12829
C -2.96293 -1.20278 2.51544
C -3.77336 -0.62560 3.48204
C -3.39617 0.56683 4.07656
C -2.22479 1.18784 3.67325
C -1.41527 0.63188 2.68608
C -0.22943 1.37898 2.18612
C 0.71708 1.93354 3.03592
C 1.78454 2.68284 2.53025
C 1.90052 2.93257 1.17600
C 0.93391 2.42007 0.30792
C -0.06591 1.60254 0.82306
H -1.25990 -2.13085 0.89047
H 0.01748 -1.32131 1.52535
H -3.23326 -2.15883 2.07413
H -4.68980 -1.11833 3.78140
H -4.01804 1.01981 4.83865
H -1.94586 2.14388 4.10227
H 0.63449 1.75457 4.10284
H 2.52287 3.08642 3.21274
H 2.70743 3.54311 0.79183
H 0.95871 2.71031 -0.73841
F 2.49738 -0.83689 -2.66960
C 3.03385 -2.04088 -2.40162
F 2.81684 -2.83119 -3.44370
F 4.32354 -1.88886 -2.20030
S 2.24266 -2.84376 -0.90444
O 0.91171 -2.20448 -0.76882
O 2.25696 -4.22493 -1.22101
N 3.17680 -2.47471 0.30129
S 2.89863 -1.05442 0.94230
O 1.88659 -1.05603 1.97202
O 2.73110 -0.00553 -0.06712
C 4.48579 -0.74784 1.80968
F 4.38613 0.45581 2.35266
F 5.48114 -0.77935 0.94295
F 4.64092 -1.66437 2.74209
```

Calculated values
Charge = +1
Expectation value of S² = 8.766
Multiplicity = 6

***

--- x ---
Computed, not measured: a structure of composition C23H22F6N2O4RuS2, with ωB97M-V with the def2-TZVPD basis set.

The geometry in XYZ format:
```
60
Properties=species:S:1:pos:R:3
Ru 0.08376 0.01795 0.18264
C -2.81996 -0.12710 -2.63413
C -2.47037 0.18255 -1.21096
C -2.41010 -0.84517 -0.25431
C -2.22487 -0.58220 1.11274
C -2.25454 -1.68207 2.13481
C -2.01307 0.74996 1.50389
C -1.98707 1.79015 0.56144
C -1.73141 3.19849 1.00448
C -2.23840 1.48882 -0.78601
H -3.90647 -0.12420 -2.74516
H -2.46143 -1.11231 -2.92751
H -2.41261 0.61778 -3.31445
H -2.51840 -1.87418 -0.58064
H -3.22442 -1.68933 2.63554
H -1.49721 -1.53315 2.90528
H -2.11838 -2.65930 1.67273
H -1.82863 0.96294 2.54951
H -2.60571 3.58790 1.52892
H -1.52791 3.84923 0.15622
H -0.88772 3.23796 1.69330
H -2.22997 2.29106 -1.51479
N 0.44204 -2.11494 -0.69185
C 0.05283 -2.46277 -2.04589
C -0.42331 -3.75529 -2.24317
C -0.78487 -4.20539 -3.49937
C -0.64723 -3.35289 -4.58467
C -0.19127 -2.06334 -4.39012
C 0.14142 -1.56560 -3.12570
C 0.50772 -0.13385 -2.97206
C 0.32260 0.81550 -3.98070
C 0.58222 2.16807 -3.75819
C 1.05140 2.62544 -2.53769
C 1.28558 1.69752 -1.51814
C 0.98173 0.36486 -1.76645
H 0.08108 -2.83874 -0.07338
H 1.45614 -2.15644 -0.59026
H -0.48445 -4.42789 -1.39482
H -1.14422 -5.21654 -3.62994
H -0.89320 -3.69073 -5.58174
H -0.08840 -1.42363 -5.25414
H -0.06313 0.53212 -4.95052
H 0.41881 2.86705 -4.56781
H 1.27592 3.67242 -2.38233
H 1.74237 2.03081 -0.58788
F 5.18540 -1.41284 0.96723
C 4.58115 -0.81753 1.98370
F 5.06545 -1.27040 3.12437
F 4.76067 0.49388 1.90510
S 2.77316 -1.18731 1.87950
O 2.35466 -0.52485 0.63903
O 2.62161 -2.60418 1.89917
N 2.18042 -0.50884 3.16354
S 1.16079 0.66526 3.21511
O 0.01518 0.36442 4.00823
O 0.89266 1.25083 1.88916
C 2.04885 2.03094 4.08682
F 1.24187 3.08283 4.12808
F 2.35208 1.64853 5.31236
F 3.15152 2.34362 3.42445
```

Calculated values
Charge = +1
Expectation value of S² = 8.767
Multiplicity = 6

***

Energy above the most stable structure, in eV: w 0.146; x 0.000

***

--- w ---
Computed, not measured: the ion C4H7IN with charge +1, with ωB97M-V with the def2-TZVPD basis set.

The geometry in XYZ format:
```
13
Properties=species:S:1:pos:R:3
C 0.50979 -0.76125 0.42118
C 0.48365 -1.06129 1.67072
C 1.11849 -0.20836 -0.81180
C -1.03811 1.03579 -0.28839
N -0.32581 -0.14752 -0.67006
I -1.51790 2.45446 -1.85507
H -0.41502 -1.29569 2.26600
H 1.50196 -1.25945 2.09349
H 1.70628 0.80265 -0.82413
H 1.41457 -0.90852 -1.52081
H -2.05131 0.67435 0.11437
H -0.31688 1.47593 0.52611
H -1.06969 -0.80109 -1.12162
```

Calculated values
Charge = +1
SMILES = C=C1C[N@@H+]1CI

***

--- x ---
Computed, not measured: a structure of composition C4H7IN, with ωB97M-V with the def2-TZVPD basis set.

The geometry in XYZ format:
```
13
Properties=species:S:1:pos:R:3
C -1.13985 0.15572 1.27644
C -0.49693 -1.88871 0.16647
C 1.07658 0.84971 -0.68133
C -0.41747 0.62716 -0.51299
N -0.59970 -0.58429 0.29271
I -0.18873 0.84804 2.91658
H -0.41203 -2.36409 -0.73424
H -0.52105 -2.58474 1.01447
H 1.46245 0.21794 -1.38274
H 1.33377 1.72260 -1.21959
H 1.50827 0.97233 0.34725
H -0.88544 0.50542 -1.52196
H -0.71989 1.52291 0.03894
```

Calculated values
Charge = +1

***

Energy above the most stable structure, in eV: w 0.000; x 2.391

***

--- w ---
Computed, not measured: a cluster of 2 separate species, C3H5BrO in total, with ωB97M-V with the def2-TZVPD basis set.

The geometry in XYZ format:
```
10
C3H5BrO | the Open Molecules 2025 dataset | ωB97M-V with the def2-TZVPD basis set
C -0.82083 -1.39866 0.51554
C -0.63857 -0.11807 0.27847
C 0.57469 0.56266 -0.08594
O 0.56533 1.83486 0.18098
Br 2.13436 -0.48054 -0.31348
H -1.77721 -1.75690 0.79033
H 0.02609 -2.12511 0.80286
H -1.49824 0.51759 0.13551
H 0.05697 0.60189 -2.58150
H 1.37741 2.36227 0.27725
```

***

--- x ---
Computed, not measured: the molecule C3H5BrO, with ωB97M-V with the def2-TZVPD basis set.

The geometry in XYZ format:
```
10
Properties=species:S:1:pos:R:3
C 1.18981 -1.24450 -0.07448
C 0.33494 -0.26679 -0.61560
C -0.45501 0.51390 0.29842
O -0.63838 1.81862 -0.17987
Br -2.39139 -0.34925 0.02200
H 1.73873 -1.82745 -0.76597
H 1.26284 -1.50815 0.97726
H 0.16320 0.01342 -1.61522
H -0.15408 0.38124 1.43624
H -1.05066 2.46896 0.51722
```

Calculated values
SMILES = C=C[C@@H](O)Br

***

Energy above the most stable structure, in eV: w 3.544; x 0.000

***

--- w ---
Computed, not measured: the molecule C3H5BrO, with ωB97M-V with the def2-TZVPD basis set.

The geometry in XYZ format:
```
10
C3H5BrO | the Open Molecules 2025 dataset | ωB97M-V with the def2-TZVPD basis set
C -0.50106 0.23236 -0.22677
C 1.80678 0.67854 -0.14414
C -1.47460 -0.78528 0.22949
O 0.71556 -0.03819 -0.07747
Br 3.51118 -0.13320 0.17038
H -0.82228 1.27857 -0.38711
H 1.93839 1.65796 -0.58093
H -2.38050 -0.29836 0.32242
H -1.07928 -1.02709 1.13860
H -1.71420 -1.56530 -0.44448
```

***

--- x ---
Computed, not measured: a cluster of 2 separate species, C3H5BrO in total, with ωB97M-V with the def2-TZVPD basis set.

The geometry in XYZ format:
```
10
C3H5BrO | the Open Molecules 2025 dataset | ωB97M-V with the def2-TZVPD basis set
C 0.45941 0.61950 0.87349
C 0.54386 0.63786 -0.64650
C -0.56951 -0.00512 0.04972
O -0.35915 -2.17084 0.06973
Br -2.38762 0.23276 -0.04650
H 1.15117 -0.02126 1.39817
H 0.19366 1.51754 1.41501
H 0.32830 1.54852 -1.19004
H 1.29847 0.01894 -1.10628
H -0.65858 -2.37790 -0.81679
```

***

Energy above the most stable structure, in eV: w 0.112; x 0.000

***

--- w ---
Computed, not measured: a cluster of 6 separate species, C2H14NO5 in total, with ωB97M-V with the def2-TZVPD basis set.

The geometry in XYZ format:
```
22
Properties=species:S:1:pos:R:3
O 2.10383 0.16624 0.20249
C 1.64291 0.49325 1.21159
C -1.41039 0.91737 0.74709
N -1.45101 0.67640 -0.63874
H 1.74026 -0.04238 2.15348
H -2.24918 0.41476 1.26209
H -1.36971 1.99747 1.01925
H -0.59447 0.72659 -1.18581
H -0.49420 0.44092 1.21660
H -2.35253 0.71250 -1.10571
H -0.17421 -3.18373 2.55780
H 1.07806 -2.35385 2.08364
O 0.10854 -2.32581 2.22544
H 3.21045 -2.88791 1.04494
H 2.69038 -1.37621 0.88115
O 2.72841 -2.15864 1.47801
H 2.12473 1.37346 -1.36545
H 1.39267 1.90807 -2.62331
O 1.28704 1.35184 -1.82398
H -4.66377 1.50656 -3.86550
H -5.20887 0.64991 -2.70018
O -4.57174 1.34146 -2.91903
```

Calculated values
Charge = +1

***

--- x ---
Computed, not measured: a cluster of 5 separate species, C2H14NO5 in total, with ωB97M-V with the def2-TZVPD basis set.

The geometry in XYZ format:
```
22
Properties=species:S:1:pos:R:3
O -0.90484 1.75369 1.15301
C -1.01318 0.56799 1.30172
C -0.30367 -0.40545 0.40534
N 0.42082 0.27566 -0.69356
H -1.71525 0.09921 2.00059
H 0.40231 -1.05112 0.90207
H -1.04036 -1.05169 -0.07305
H -0.23591 0.80364 -1.33517
H 1.02136 1.00826 -0.26475
H 1.01268 -0.32411 -1.28877
H 1.87051 1.86476 1.77336
H 2.56227 2.59801 0.64029
O 2.24807 1.71861 0.89550
H -2.11857 -2.27828 2.68189
H -1.05957 -3.22906 2.28485
O -1.72745 -2.65501 1.88137
H -1.57585 2.60867 -1.14094
H -1.41817 2.19948 -2.58127
O -1.56165 1.81567 -1.70265
H 2.43020 -1.80989 -2.45623
H 1.22030 -2.71165 -2.11945
O 1.48595 -1.79739 -2.26416
```

Calculated values
Charge = +1

***

Energy above the most stable structure, in eV: w 5.728; x 0.000